The following is a quantum chemistry calculation of a 2-piece molecular cluster, C3H8S2 overall, from OMol25.

Calculated values
* lowest unoccupied orbital energy: -3.75 eV
* HOMO level: -8.262 eV
* E_tot: -915.280528 hartree

Structure (XYZ):
```
13
Properties=species:S:1:pos:R:3:mulliken_charge:R:1
C 0.62 0.55 0.47 -0.1963
C 1.91 1.33 0.77 -0.9860
S 0.87 -1.23 0.98 -0.1438
S -1.89 0.37 -1.30 -0.0895
C -2.11 -1.45 -0.89 -0.6466
H 2.05 2.43 0.39 0.2896
H 0.49 0.34 -0.61 0.0641
H -0.35 0.88 0.94 0.3833
H 2.70 0.80 0.25 0.3191
H 2.13 1.30 1.94 0.2359
H -1.11 -1.85 -0.80 0.1881
H -2.87 -1.65 -0.26 0.2905
H -2.46 -1.81 -1.86 0.2917
```